Record 1
This record from the Open Molecules 2025 dataset describes the molecule C2H2IN3. The level of theory is ωB97M-V/def2-TZVPD.

* HOMO-LUMO gap: 7.7 eV
* energy relative to the best compared isomer or geometry (same formula, charge and spin): 5.986 eV
* lowest unoccupied orbital energy: -0.0358 Ha

Each line ends with the Löwdin charge.
Geometry (Å):
C  -0.381  0.817  -0.118  -0.4540
C  1.069  1.402  -0.031  -0.5933
N  -0.453  -1.647  0.069  -0.1956
N  -0.457  -2.784  0.473  0.1883
N  -0.523  -0.512  -0.594  -0.0448
I  2.483  0.017  0.163  0.8631
H  -0.797  1.129  0.850  0.1010
H  -0.941  1.579  -0.812  0.1354



Record 2
This record from the Open Molecules 2025 dataset describes a cluster of 3 separate species, C22H46BBr2FO12P3S in total. The level of theory is ωB97M-V/def2-TZVPD.

* HOMO-LUMO gap: 6.4 eV
* total charge: -1
* lowest unoccupied orbital energy: 0.0694 Ha

Each line ends with the Löwdin charge.
Geometry (Å):
C  5.347  -0.053  -2.167  -0.1325
O  4.196  -0.027  -2.967  -0.1852
C  3.499  1.206  -2.865  -0.1999
C  2.425  1.119  -1.758  -0.1425
C  1.030  1.270  -2.357  -0.1251
C  -0.137  0.906  -1.436  -0.2727
C  0.072  -0.533  -0.938  -0.3231
C  0.501  -1.505  -2.018  -0.0014
F  -1.087  -1.049  -0.426  -0.0177
O  -1.200  0.738  -2.395  -0.0568
B  -2.428  1.396  -1.962  -1.1241
P  -3.845  0.055  -1.530  0.8618
P  -5.573  1.175  -0.825  0.1866
O  -6.372  0.305  0.041  -0.3812
O  -5.060  2.406  0.073  -0.1869
O  -6.538  1.715  -2.003  -0.2312
P  -2.980  2.426  -3.591  0.3154
O  -1.732  2.392  -4.633  -0.2973
O  -3.421  3.968  -3.262  -0.2956
S  -4.484  1.698  -4.646  0.1920
O  -2.021  2.069  -0.740  -0.0523
C  -0.636  2.024  -0.433  -0.2757
C  -0.545  1.897  1.124  -0.1376
C  -1.003  0.779  2.062  -0.7079
C  -0.043  -0.388  2.282  -0.1382
Br  -2.855  0.212  1.941  0.7648
C  0.054  3.442  -0.586  -0.1633
C  -0.653  4.580  -1.291  -0.6559
C  -0.299  5.904  -0.583  -0.1689
Br  0.046  4.858  -3.108  0.7423
H  5.150  0.147  -1.115  0.0911
H  5.755  -1.044  -2.219  0.0583
H  6.094  0.636  -2.558  0.0836
H  4.187  2.026  -2.678  0.1140
H  2.987  1.308  -3.809  0.1184
H  2.604  1.869  -0.997  0.1067
H  2.593  0.161  -1.284  0.1009
H  0.954  2.309  -2.638  0.0592
H  0.926  0.753  -3.291  0.1255
H  0.866  -0.540  -0.197  0.1200
H  0.371  -2.491  -1.598  0.0840
H  1.519  -1.366  -2.343  0.0745
H  -0.184  -1.445  -2.848  0.0903
H  -4.238  -0.614  -2.707  -0.1036
H  -4.707  3.102  -0.507  0.0669
H  -7.382  1.929  -1.574  0.0682
H  -2.131  2.595  -5.495  0.0376
H  -4.303  4.115  -3.637  0.0315
H  -1.063  2.772  1.485  0.1156
H  0.495  2.067  1.391  0.1214
H  -1.004  1.248  3.029  0.0611
H  -0.458  -1.334  1.976  0.0575
H  0.895  -0.193  1.789  0.0585
H  0.196  -0.472  3.332  0.0697
H  0.250  3.812  0.405  0.0857
H  1.044  3.353  -1.005  0.0830
H  -1.726  4.538  -1.273  0.0816
H  -1.037  6.638  -0.876  0.0666
H  0.662  6.265  -0.914  0.0450
H  -0.375  5.805  0.492  0.0728
O  -1.561  -0.310  7.131  0.0967
C  -2.559  -0.944  6.918  -0.5370
O  -3.105  -0.923  5.695  -0.0068
C  -4.178  -1.778  5.288  -0.2362
C  -5.522  -1.195  5.671  -0.0615
C  -3.260  -1.698  8.028  0.0051
H  -4.035  -2.790  5.671  0.1119
H  -4.108  -1.838  4.204  0.1025
H  -5.627  -1.099  6.753  0.0632
H  -6.331  -1.826  5.300  0.0820
H  -5.632  -0.199  5.244  0.0875
H  -3.904  -1.008  8.570  0.0917
H  -2.502  -2.081  8.708  0.0853
H  -3.847  -2.548  7.688  0.0658
O  4.972  -2.664  -0.681  0.1065
C  5.527  -3.676  -1.001  -0.5222
O  4.871  -4.564  -1.773  0.0068
C  5.489  -5.708  -2.359  -0.2395
C  5.516  -6.885  -1.405  -0.0664
C  6.912  -4.012  -0.492  0.0139
H  6.481  -5.460  -2.740  0.1118
H  4.875  -5.951  -3.224  0.1233
H  6.111  -6.669  -0.517  0.0660
H  5.935  -7.764  -1.894  0.0793
H  4.506  -7.118  -1.069  0.0842
H  6.824  -4.465  0.494  0.0944
H  7.475  -3.086  -0.406  0.0891
H  7.479  -4.674  -1.143  0.0675



What did we get for max |F|? Answer: 8.348, 1.961 eV/A, in the order shown.